[1]
Entry from the Open Molecules 2025 dataset: a structure of composition C25H15Cl2N6O3SV (ωB97M-V/def2-TZVPD).

Results
⟨S²⟩ ... 3.779
Gap between HOMO and LUMO (alpha / beta) ... 0.21446 / 0.22728 Eh
E_tot ... -102814.114 eV
Multiplicity ... 4
Charge ... +1

Element x y z (Å)
V 0.668 -0.026 -0.432
Cl -5.795 0.011 1.062
Cl -4.491 -1.354 3.564
S -0.131 2.146 3.618
O -2.329 -0.208 -3.163
O 0.369 -2.353 2.799
O 2.522 2.011 -2.056
N -1.106 -0.226 -1.112
N 1.945 1.793 -1.149
N -0.035 -1.337 0.854
N 0.221 1.401 1.130
N 1.049 -0.696 -2.342
N 2.516 -0.770 0.458
C -4.112 -0.365 1.038
C -1.305 -0.279 -2.500
C -2.026 -0.447 -0.106
C 0.638 1.250 2.330
C 2.198 -1.694 -4.153
C -3.031 3.958 1.243
C -1.572 2.545 -0.052
C -1.406 -1.056 1.023
C 4.784 -1.274 0.925
C 2.196 -1.692 1.435
C -0.035 -0.666 -3.124
C -2.589 3.427 -0.015
C 0.750 -1.850 1.783
C 1.073 -1.670 -4.978
C -0.069 -1.169 -4.440
C -1.213 2.835 2.374
C -3.377 -0.071 -0.102
C 3.802 -0.551 0.224
C 4.485 -2.232 1.826
C -2.221 -1.329 2.138
C -3.542 -1.006 2.158
C 3.132 -2.437 2.083
C 2.129 -1.273 -2.848
C -0.901 2.300 1.160
C -2.346 3.678 2.422
H -3.832 0.432 -0.912
H -1.241 2.081 -0.960
H 5.280 -2.769 2.359
H 5.784 -1.003 0.643
H -1.030 -1.019 -4.902
H 1.145 -1.918 -6.024
H 2.783 -3.115 2.825
H -3.106 3.717 -0.915
H 4.107 0.218 -0.528
H 3.135 -2.116 -4.543
H -3.909 4.580 1.305
H -1.781 -1.844 3.001
H 1.487 0.632 2.466
H -2.689 4.124 3.328
H 3.024 -1.323 -2.218

natural (NBO) atomic charge list, values in e, 4 entries: 1.31 0.05 0.05 0.47

---

[2]
Entry from the Open Molecules 2025 dataset: a structure of composition C25H15F9N4O6Ti (ωB97M-V/def2-TZVPD).

Results
Gap between HOMO and LUMO (alpha / beta) ... 0.14202 / 0.15485 Eh
E_tot ... -91993.346 eV
Multiplicity ... 1
Charge ... -2

Element x y z (Å)
Ti -0.348 0.099 0.185
F 3.063 -0.438 0.255
F 3.236 -1.807 4.090
F 2.348 -3.806 2.394
F 0.556 -3.272 1.303
F 0.643 -2.970 3.436
F 4.306 -1.534 1.631
F 3.004 -2.598 0.250
F 1.423 -0.657 4.292
F 3.109 0.214 3.291
O -3.337 -1.508 2.333
O -1.915 -0.981 0.663
O 0.923 -0.587 1.744
O 0.724 1.759 0.179
O 0.486 -1.310 -0.869
O 1.613 3.347 1.509
N -1.014 1.057 1.825
N -0.091 -0.089 -2.718
N -2.614 1.779 -0.187
N -0.852 0.642 -1.791
C -2.443 -0.846 1.856
C -3.395 2.387 0.692
C 0.513 -1.071 -2.161
C -1.511 1.727 -2.289
C 2.649 -3.846 -4.640
C 1.751 -1.636 -4.265
C -4.037 3.601 0.478
C -3.829 4.218 -0.774
C 3.091 -1.501 1.030
C -1.766 0.282 2.625
C -1.733 0.427 3.990
C 2.145 -4.243 -3.408
C 1.453 -3.335 -2.605
C -0.124 1.915 2.351
C 1.351 -2.900 2.292
C -0.036 2.107 3.704
C -2.384 2.376 -1.404
C 2.448 -2.537 -5.066
C -3.018 3.628 -1.708
C 0.852 2.430 1.299
C -1.330 2.267 -3.685
C 1.250 -2.030 -3.032
C -0.875 1.375 4.538
C 1.889 -1.439 2.078
C 2.431 -0.928 3.461
H 1.586 -0.612 -4.583
H 2.298 -5.258 -3.061
H -2.291 2.550 -4.128
H 2.846 -2.208 -6.019
H -2.845 4.112 -2.659
H -0.801 1.484 5.612
H -3.529 1.863 1.640
H -4.657 4.044 1.247
H 1.069 -3.624 -1.633
H -2.342 -0.229 4.599
H -0.859 1.531 -4.324
H -4.302 5.168 -1.001
H 3.199 -4.546 -5.260
H -0.690 3.167 -3.686
H 0.712 2.790 4.085

natural (NBO) atomic charge list, values in e, 4 entries: 1.56 -0.29 -0.34 -0.34

---

[3]
Entry from the Open Molecules 2025 dataset: a structure of composition C25H17N8O7W (ωB97M-V/def2-TZVPD).

Results
⟨S²⟩ ... 2.039
Gap between HOMO and LUMO (alpha / beta) ... 0.21406 / 0.17380 Eh
E_tot ... -54270.076 eV
Multiplicity ... 3
Charge ... +1

Element x y z (Å)
W -0.059 -1.254 -2.412
O 5.408 2.076 -3.504
O 0.276 0.671 -2.334
O -1.971 -1.194 -2.258
O 3.515 2.325 -4.632
O 1.803 2.313 -2.262
O -0.455 4.714 2.451
O 0.061 -2.869 -3.414
N 4.161 -2.007 -3.166
N -3.550 0.325 3.715
N -3.904 -0.531 2.890
N -0.285 -1.042 -0.353
N 1.960 -1.126 -2.692
N -1.047 -3.959 -1.680
N 2.891 -2.174 -2.715
N 1.380 -5.749 0.037
C -2.837 2.056 2.086
C -2.008 -0.830 1.365
C 0.326 -0.867 1.937
C -3.868 -1.115 -0.746
C 2.468 0.121 -2.929
C 0.457 5.262 3.393
C 4.184 1.682 -3.887
C -2.103 2.086 4.386
C -2.063 3.156 1.827
C -1.290 3.170 4.118
C -4.304 -0.958 0.570
C 0.648 -0.962 0.594
C 1.483 1.196 -2.508
C -2.521 -1.093 -1.036
C 1.408 -3.838 -1.683
C -1.236 3.697 2.825
C -1.604 -0.980 0.024
C 3.734 0.340 -3.375
C -3.421 -0.732 1.615
C 2.631 -3.347 -2.137
C -2.835 1.474 3.369
C -0.999 -0.824 2.333
C 0.133 -3.405 -2.178
C 1.423 -4.907 -0.747
C 4.546 -0.826 -3.503
H -5.362 -0.947 0.792
H -4.585 -1.237 -1.548
H -2.158 1.671 5.384
H 1.096 4.483 3.814
H -0.945 -4.811 -1.144
H 1.115 -0.838 2.674
H 5.814 1.493 -2.856
H -3.476 1.654 1.311
H 5.562 -0.772 -3.875
H -2.072 3.632 0.855
H -0.070 5.781 4.196
H -0.714 3.616 4.917
H -1.756 -4.041 -2.396
H 1.065 5.974 2.843
H -1.242 -0.791 3.386
H 3.516 -3.950 -1.996
H 1.678 -0.989 0.262

natural (NBO) atomic charge list, values in e, 4 entries: 1.95 -0.65 -0.69 -0.65

---

[4]
Entry from the Open Molecules 2025 dataset: a structure of composition C25H18AuN4O5S2 (ωB97M-V/def2-TZVPD).

Results
Gap between HOMO and LUMO ... 0.25907 Eh
E_tot ... -67770.902 eV
Multiplicity ... 1
Charge ... +1

Element x y z (Å)
Au -0.584 -0.029 1.799
S -0.849 0.008 4.088
S -1.145 3.287 -2.111
O -6.176 -0.615 -2.813
O -5.134 -0.189 -4.709
O 0.335 2.477 -2.387
O -0.830 4.684 -1.920
O -0.909 1.907 1.408
N 2.026 -0.315 1.300
N -1.517 2.631 -0.620
N -0.330 -0.404 -0.286
N -0.766 -1.918 2.464
C 3.525 2.965 -0.711
C 1.264 2.630 -1.396
C -2.588 -0.195 -3.246
C -1.054 -4.233 2.690
C -0.832 -3.129 1.901
C -1.211 -4.060 4.067
C 3.152 -0.275 1.989
C 0.851 2.606 -0.064
C -3.890 -0.583 -1.274
C -1.501 -0.409 -1.120
C 1.792 2.817 0.942
C 4.400 -0.478 1.402
C -0.573 2.386 0.215
C 3.285 -0.775 -0.684
C -3.828 -0.394 -2.649
C -2.738 -0.580 -0.512
C -5.146 -0.408 -3.384
C -1.428 -0.200 -2.493
C 4.466 -0.731 0.046
C 0.837 -0.591 -0.774
C 3.122 3.005 0.622
C -0.934 -1.728 3.787
C 2.601 2.781 -1.728
C -1.156 -2.800 4.636
C 2.091 -0.563 -0.012
H -0.492 0.020 -2.987
H -2.813 -0.696 0.561
H -1.387 -4.922 4.697
H 3.063 -0.069 3.049
H 5.295 -0.431 2.007
H 3.292 -0.967 -1.749
H -4.250 -0.015 -5.044
H 1.456 2.846 1.972
H -1.292 -2.641 5.695
H -2.486 -0.012 -4.309
H 2.890 2.798 -2.770
H -0.708 -3.182 0.828
H 3.847 3.197 1.401
H 4.567 3.112 -0.963
H -1.108 -5.212 2.239
H 0.937 -0.803 -1.835
H 5.419 -0.891 -0.441
H -4.860 -0.715 -0.816

natural (NBO) atomic charge list, values in e, 4 entries: 1.32 0.03 1.66 -0.53

---

[5]
Entry from the Open Molecules 2025 dataset: a structure of composition C25H18BrN3O8OsP2 (ωB97M-V/def2-TZVPD).

Results
⟨S²⟩ ... 6.123
Gap between HOMO and LUMO (alpha / beta) ... 0.24594 / 0.22825 Eh
E_tot ... -138159.242 eV
Multiplicity ... 5

Element x y z (Å)
Os -1.097 0.765 -1.761
Br 4.366 -6.907 -0.049
P 0.585 0.522 -4.065
P -1.684 -1.167 -3.707
O -1.893 -1.773 -5.004
O -1.927 -2.147 -2.468
O 0.213 1.598 -2.989
O -0.065 -0.828 -3.353
O 2.138 0.263 -3.837
O -2.345 0.194 -3.300
O 0.196 0.734 -5.448
O -2.245 -0.196 -0.408
N 0.673 -2.502 3.599
N 1.936 -2.768 3.608
N 0.304 0.417 -0.296
C -0.178 -0.364 0.717
C 0.064 4.438 1.270
C 0.022 -1.720 2.735
C 1.614 0.614 -0.398
C 4.376 -4.967 2.027
C -3.987 3.811 -1.678
C 3.803 -4.034 2.867
C 3.576 -5.655 1.122
C -2.327 4.667 -0.145
C -0.721 5.598 1.410
C 2.029 -0.642 1.600
C -2.008 2.470 -1.194
C -3.550 4.799 -0.851
C 1.632 -4.495 1.898
C -1.889 5.703 0.715
C 2.502 0.101 0.541
C -1.536 3.496 -0.301
C 2.207 -5.432 1.061
C -2.166 -1.235 1.748
C -0.331 3.426 0.442
C -1.388 -1.744 2.775
C -3.211 2.650 -1.853
C 2.428 -3.768 2.800
C 0.657 -0.912 1.704
C -1.574 -0.600 0.669
H -3.242 -1.351 1.758
H -4.923 3.911 -2.213
H 2.561 0.082 -4.683
H -0.396 6.399 2.062
H 4.404 -3.486 3.581
H 0.567 -4.311 1.859
H 3.557 0.303 0.430
H 5.438 -5.164 2.062
H 1.949 1.229 -1.223
H -3.578 1.883 -2.521
H 0.290 2.557 0.349
H -4.129 5.706 -0.719
H 1.601 -5.987 0.358
H -1.850 -2.262 3.605
H 2.710 -1.016 2.350
H -2.507 6.589 0.808
H 0.989 4.347 1.826
H -2.638 -1.838 -1.891

natural (NBO) atomic charge list, values in e, 4 entries: 1.50 0.08 2.52 2.51

---

[6]
Entry from the Open Molecules 2025 dataset: a structure of composition C25H18ClF3FeN5OS2 (ωB97M-V/def2-TZVPD).

Results
⟨S²⟩ ... 0.784
Gap between HOMO and LUMO (alpha / beta) ... 0.25977 / 0.26057 Eh
E_tot ... -112447.720 eV
Multiplicity ... 2

Element x y z (Å)
Fe -0.311 -0.144 0.861
Cl 6.039 3.145 0.111
S -3.125 -3.127 -1.935
S -2.161 -1.862 0.669
F -0.542 -1.601 3.288
F -2.231 -0.275 2.991
F -0.335 0.510 3.645
O 0.567 1.502 1.402
N -0.671 -2.550 -1.444
N 0.370 0.563 -1.010
N 0.223 -2.002 -0.580
N -1.901 0.917 0.065
N 1.549 -1.059 1.446
C 4.163 -1.880 1.966
C -4.170 1.654 -0.024
C 1.482 1.141 -1.262
C 1.759 1.874 1.058
C -3.075 1.033 -2.063
C -1.858 -2.470 -0.913
C 3.824 3.002 1.683
C -1.918 0.831 -1.301
C 2.348 1.599 -0.207
C 3.659 2.012 -0.495
C 1.358 -2.537 -0.419
C 2.536 2.630 1.972
C -0.687 0.546 -1.937
C -2.978 1.351 0.668
C -3.005 0.831 -3.463
C -4.236 1.452 -1.370
C 3.521 -0.983 2.800
C 3.465 -2.384 0.882
C -1.821 0.481 -4.049
C 4.397 2.672 0.449
C 2.165 -1.959 0.655
C -0.638 0.358 -3.288
C -0.882 -0.389 2.779
C -4.612 -2.825 -0.966
C 2.223 -0.604 2.502
H 2.083 2.880 2.923
H 1.730 1.429 -2.287
H 4.005 -0.569 3.672
H -1.778 0.308 -5.116
H 3.906 -3.107 0.210
H -5.154 1.623 -1.920
H -4.772 -1.761 -0.813
H 0.296 0.101 -3.772
H 1.686 -3.422 -0.959
H 4.409 3.555 2.407
H -2.940 1.417 1.745
H 4.082 1.809 -1.471
H -3.902 0.951 -4.056
H -4.566 -3.330 -0.005
H -5.428 -3.241 -1.557
H 5.180 -2.192 2.161
H 1.698 0.098 3.132
H -5.026 1.999 0.539

natural (NBO) atomic charge list, values in e, 4 entries: 0.97 -0.01 0.30 -0.16

---

How do the records compare in max |F|? In the order shown, they have 0.1000 0.0553 0.0476 0.0169 0.0155 0.0061 hartree/bohr.